No. 1
# C17H13CaN4OS2

A molecular structure, C17H13CaN4OS2 (ωB97M-V/def2-TZVPD, OMol25).

Output
HOMO energy (alpha / beta)	-5.39 / -7.00	eV
spin multiplicity	2
E_LUMO (alpha / beta)	0.451 / 0.116	eV
Kohn-Sham gap (alpha / beta)	5.84 / 7.12	eV
energy above the lowest of the compared OMol25 structures with the same formula, charge and spin	0.000	eV
E	-2423.91375	a.u.

The geometry in XYZ format:
```
38
C17H13CaN4OS2 ωB97M-V/def2-TZVPD
Ca 0.14342 -0.40782 -1.71269
O -0.09007 -2.39800 -2.59805
N 0.98779 -3.16290 -2.70924
C 0.77977 -4.50026 -2.68791
C 1.80478 -5.39685 -2.80065
C 3.10225 -4.90233 -2.95114
C 3.30052 -3.54626 -2.97260
C 2.23603 -2.63220 -2.84204
S 2.52515 -0.94457 -2.84573
H -0.26005 -4.76593 -2.57993
H 1.59453 -6.45509 -2.77600
H 3.94100 -5.57797 -3.04554
H 4.28848 -3.12434 -3.08049
N -0.95882 2.03204 1.85133
C -0.68624 1.47200 3.09224
C -1.09434 2.12533 4.25217
C -0.82799 1.58604 5.49987
C -0.15278 0.38005 5.60631
C 0.25315 -0.27827 4.45627
C -0.00529 0.26070 3.20556
S 0.55236 -0.57754 1.76537
N -0.05037 0.32636 0.46034
C -0.68884 1.48534 0.60379
C -1.13152 2.20570 -0.54213
C -1.83553 3.44277 -0.45981
C -2.22291 4.10509 -1.58783
C -1.92634 3.55186 -2.85319
C -1.26536 2.34987 -2.87203
N -0.87156 1.66803 -1.79308
H -1.43720 2.91102 1.87352
H -1.62403 3.06752 4.16635
H -1.15163 2.11112 6.38821
H 0.05806 -0.04925 6.57596
H 0.78193 -1.22095 4.52696
H -2.07993 3.89286 0.49196
H -2.75383 5.04420 -1.51030
H -2.20994 4.04129 -3.77229
H -1.02466 1.88134 -3.82351
```

No. 2
# C17H13Cl4N4NaO4S

A molecular structure, C17H13Cl4N4NaO4S (ωB97M-V/def2-TZVPD, OMol25).

Output
HOMO energy	-1.79	eV
E_LUMO	3.942	eV
Kohn-Sham gap	5.73	eV
net charge	-2
E	-3577.03633	a.u.

The geometry in XYZ format:
```
44
C17H13Cl4N4NaO4S ωB97M-V/def2-TZVPD
Na 0.25204 0.41140 0.66250
C -4.01434 -0.25368 0.95950
C -2.85024 0.10175 0.07929
N -2.04906 -0.75630 -0.42743
N -2.26246 -2.05168 -0.05764
C -2.28387 -2.94129 -1.00821
N -2.33519 -4.26220 -0.53270
S -2.35568 -2.71379 -2.71075
C -2.61084 1.51938 -0.28592
C -3.68758 2.38845 -0.48258
C -3.43940 3.69691 -0.84773
C -2.12529 4.11486 -1.00049
C -1.11806 3.18998 -0.77660
N -1.34853 1.92704 -0.43200
H -3.68954 -1.02555 1.65703
H -4.83743 -0.67651 0.37660
H -4.37039 0.61407 1.51465
H -1.87042 -4.35583 0.36055
H -2.00962 -4.90779 -1.23422
H -4.69826 2.02395 -0.35774
H -4.26098 4.38539 -1.00965
H -1.88081 5.13446 -1.26764
H -0.07133 3.46339 -0.85119
Cl 7.98753 0.62036 0.38219
C 6.26305 0.27020 0.43066
C 5.83098 -1.02236 0.78779
C 4.50165 -1.31613 0.82974
C 3.46931 -0.34465 0.52016
O 2.26237 -0.65899 0.56801
C 3.96494 0.96767 0.16081
C 3.10143 2.07220 -0.18369
O 1.88253 2.10637 -0.23253
C 5.34658 1.23344 0.12765
H 6.56967 -1.77803 1.02908
H 4.15970 -2.30608 1.10503
H 3.66599 2.99964 -0.43581
H 5.67822 2.23009 -0.14575
Cl -2.42399 3.19956 2.78132
C -0.82542 2.94069 3.54769
Cl 0.42863 3.53030 2.43818
Cl -0.76219 3.91228 5.03897
C -0.66742 1.35927 3.82388
O -0.88285 1.01926 4.98074
O -0.37877 0.72777 2.79685
```

No. 3
# C17H13ClN2O6Ti

A molecular structure, C17H13ClN2O6Ti in a non-equilibrium geometry (ωB97M-V/def2-TZVPD, OMol25).

Output
HOMO energy (alpha / beta)	-4.18 / -4.44	eV
spin multiplicity	2
E_LUMO (alpha / beta)	1.011 / 1.011	eV
Kohn-Sham gap (alpha / beta)	5.19 / 5.45	eV
net charge	-1
energy above the lowest of the compared OMol25 structures with the same formula, charge and spin	0.658	eV
E	-2526.12503	a.u.

The geometry in XYZ format:
```
40
C17H13ClN2O6Ti ωB97M-V/def2-TZVPD
C -0.01485 1.40259 0.09738
C -0.70755 1.43869 -1.17945
C 0.27517 1.11656 -2.17263
H -1.70057 1.82608 -1.40077
C 1.54053 0.96841 -1.55919
C 1.36520 1.06312 -0.17242
H 2.16627 0.98387 0.53076
H -0.45759 1.71741 1.05134
H 0.19003 1.16044 -3.25132
H 2.46814 0.95147 -2.12159
Ti -0.72890 -0.74731 -0.84732
Cl -2.43695 -0.62671 0.51172
C -1.79484 -2.01271 -2.08397
C -0.60749 -1.97293 -2.92643
C -0.69361 -0.81715 -3.74350
H 0.05024 -2.82163 -3.13691
C -1.86413 -0.08059 -3.38228
C -2.55347 -0.79385 -2.38903
H -3.58059 -0.58409 -2.08005
H -2.22530 -2.91037 -1.65566
H 0.04318 -0.51475 -4.49022
H -2.16626 0.89198 -3.79693
O 2.43179 -2.18670 0.68444
C 1.59027 -1.56062 1.33594
O 0.40417 -1.20328 0.91720
C 2.07106 -1.10338 2.76064
C 1.55742 0.06320 3.29999
C 1.87905 0.52398 4.58914
C 2.76708 -0.21469 5.39184
C 3.43729 -1.30404 4.81520
C 3.09747 -1.77653 3.50700
N 4.37208 -1.93255 5.73971
O 4.44649 -1.41252 6.88168
O 5.00578 -2.93636 5.37347
N 1.21418 1.70148 5.08006
O 0.40070 2.26415 4.31525
O 1.52381 2.07473 6.23055
H 0.77837 0.61327 2.78903
H 3.00631 0.13101 6.40109
H 3.63282 -2.61870 3.07565
```

No. 4
# C17H13F2NO2

2 unconnected molecules or ions with the total composition C17H13F2NO2 in a non-equilibrium geometry (ωB97M-V/def2-TZVPD, OMol25).

Output
HOMO energy	-9.14	eV
E_LUMO	-1.397	eV
Kohn-Sham gap	7.75	eV
energy above the lowest of the compared OMol25 structures with the same formula, charge and spin	0.000	eV
E	-1060.52577	a.u.

The geometry in XYZ format:
```
35
C17H13F2NO2 ωB97M-V/def2-TZVPD
C 0.02774 -3.73857 0.40741
C -1.45758 -3.71947 0.41327
C -1.79223 -2.20703 0.39761
O -2.95982 -1.84294 0.40575
N -0.66291 -1.39939 0.36957
C 0.43023 -2.24429 0.39102
O 1.61648 -1.93229 0.38556
H 0.40920 -4.26296 1.29314
H 0.40063 -4.26697 -0.47904
H -1.85720 -4.24491 -0.46414
H -1.84942 -4.23768 1.29848
F 3.88415 1.46453 3.75623
C 2.81776 1.41090 2.87867
C 1.54271 1.20665 3.38696
C 0.48584 1.08616 2.47924
C 0.69709 1.08965 1.08088
C -0.42662 0.66101 0.23034
C -0.69021 1.29135 -1.06907
C -2.03926 1.28807 -1.50526
C -2.40599 1.60184 -2.81540
C -1.39029 1.91059 -3.71493
F -1.71791 2.12864 -5.04115
C -0.05684 2.02822 -3.32841
C 0.27820 1.80904 -1.99510
C 2.01878 1.34428 0.61901
C 3.07056 1.53053 1.51142
H 1.39005 1.09160 4.46496
H -0.51717 0.89012 2.84681
H -1.37731 0.57354 0.82249
H -2.80011 0.96193 -0.80202
H -3.44667 1.55716 -3.15296
H 0.71017 2.25672 -4.07670
H 1.30809 1.97290 -1.71755
H 2.26768 1.25908 -0.43351
H 4.09221 1.68199 1.15644
```

No. 5
# C17H13INO6PtS3

A molecular structure, C17H13INO6PtS3 (ωB97M-V/def2-TZVPD, OMol25).

Output
HOMO energy (alpha / beta)	-12.32 / -12.32	eV
E_LUMO (alpha / beta)	-5.776 / -5.775	eV
Kohn-Sham gap (alpha / beta)	6.55 / 6.55	eV
net charge	+1
E	-2773.05411	a.u.

The geometry in XYZ format:
```
42
C17H13INO6PtS3 ωB97M-V/def2-TZVPD
Pt -0.20593 -0.09515 0.29911
O 0.54059 1.63694 -0.54797
S -0.92051 2.11309 -0.76979
O -1.02143 3.38679 -1.36809
O -1.59549 0.94901 -1.34306
C -1.37763 2.12234 0.97352
C -0.94529 3.26522 1.62645
C -0.84855 3.29993 3.00570
C -1.12964 2.15916 3.75312
C -1.55717 1.01663 3.12326
C -1.71858 0.93452 1.71692
S -2.71838 -0.59548 1.29204
O -3.58210 -0.30720 0.20719
O -3.23068 -1.07927 2.52830
O -1.49608 -1.49575 0.88200
H -0.66419 4.12363 1.03010
H -0.53631 4.21116 3.49821
H -1.04372 2.17875 4.83060
H -1.86816 0.16713 3.71328
I 2.05881 -0.83752 -5.06178
C 1.58495 -1.63485 -3.21009
C 1.80821 -2.97241 -2.91039
C 1.45812 -3.45155 -1.65787
C 0.90385 -2.59105 -0.73578
N 0.71123 -1.30111 -1.03539
C 1.02793 -0.81663 -2.24409
H 2.24279 -3.63258 -3.64868
H 1.60248 -4.48900 -1.39367
H 0.58556 -2.92093 0.24344
H 0.83783 0.22895 -2.42274
S 1.49568 -0.19896 1.84381
C 1.52154 -1.81965 2.49419
C 2.66321 -2.59806 2.26599
C 2.76759 -3.85415 2.83732
C 1.72662 -4.34871 3.61401
C 0.58647 -3.58277 3.83781
C 0.48708 -2.31598 3.29367
H 3.46338 -2.19933 1.65540
H 3.65787 -4.44718 2.67831
H 1.80429 -5.33460 4.05246
H -0.21934 -3.97246 4.44432
H -0.39538 -1.71653 3.47257
```

No. 6
# C17H13N2O3PtSSe

A molecular structure, C17H13N2O3PtSSe in a non-equilibrium geometry (ωB97M-V/def2-TZVPD, OMol25).

Output
HOMO energy (alpha / beta)	-3.28 / -3.47	eV
E_LUMO (alpha / beta)	2.138 / 2.155	eV
Kohn-Sham gap (alpha / beta)	5.42 / 5.63	eV
net charge	-1
energy above the lowest of the compared OMol25 structures with the same formula, charge and spin	0.142	eV
E	-3909.83675	a.u.

The geometry in XYZ format:
```
38
C17H13N2O3PtSSe ωB97M-V/def2-TZVPD
Pt -2.29654 -0.94667 -0.65002
C 2.12606 3.89683 -3.84212
C 1.70666 2.60633 -3.19942
C 2.28346 2.16573 -2.01602
C 1.91406 0.95303 -1.45602
C 0.95966 0.17833 -2.08262
C 0.35576 0.61003 -3.24842
C 0.72796 1.82123 -3.80002
S 0.50616 -1.42827 -1.42072
O -0.44654 -2.01257 -2.34272
O 1.72986 -2.17497 -1.22292
N -0.30584 -1.17647 -0.05552
C 0.13966 -1.22027 1.21158
C 1.47246 -1.24267 1.61638
C 1.80516 -1.29517 2.96318
C 0.84386 -1.32187 3.94688
C -0.51564 -1.31977 3.59658
C -1.57074 -1.35947 4.53238
C -2.86774 -1.41207 4.08998
C -3.11954 -1.39187 2.71548
N -2.15834 -1.29987 1.82378
C -0.87684 -1.27777 2.22408
H 2.90876 4.38493 -3.26422
H 1.26896 4.56543 -3.91512
H 2.49736 3.70653 -4.85062
H 3.02596 2.77783 -1.52222
H 2.36476 0.60283 -0.53952
H -0.39964 -0.01317 -3.70242
H 0.25236 2.17383 -4.70432
H 2.24776 -1.25717 0.86748
H 2.85176 -1.31397 3.24278
H 1.11456 -1.35467 4.99228
H -1.34404 -1.34137 5.59118
H -3.69414 -1.45517 4.78398
H -4.12624 -1.43777 2.32118
Se -2.06644 1.54903 -0.92242
O -5.22644 -1.56567 -0.81672
C -4.08834 -1.37327 -0.94502
```

Among the records above, which one has the lowest E? C17H13N2O3PtSSe

E of number 4 (C17H13F2NO2)? -1060.52577 a.u.